[1]
Density functional theory data (the ωB97M-V functional and the def2-TZVPD basis) for a gas-phase ion, C3H9N2O (charge +1).

Values from the calculation:
* Kohn-Sham gap: 10.675 eV
* HOMO level: -15.0 eV
* DFT total energy: -304.12285 Eh
* largest force on an atom: 5.14 eV/A
* energy above the lowest of the compared OMol25 structures with the same formula, charge and spin: 80.0 kcal per mole
* SMILES: C[NH2+][C@H](N)C=O
* net charge: +1
* E_LUMO: -0.1580 Ha

Geometry as XYZ:
```
15
Properties=species:S:1:pos:R:3:forces:R:3
O 0.231 2.177 -0.819 0.20 -0.84 1.06
N 1.816 -0.770 0.500 -2.26 1.49 -2.88
N -0.452 -0.489 0.113 -3.68 -2.62 2.46
C 0.859 -0.096 -0.363 1.22 -1.77 -0.55
C 0.743 1.386 -0.073 2.60 1.98 -0.71
C -1.796 -0.062 -0.350 -1.56 2.43 -0.61
H -0.334 -0.210 1.078 -0.80 -0.03 0.85
H -1.737 0.953 -0.776 0.03 -0.40 0.42
H 2.074 -0.113 1.167 1.46 -0.02 1.98
H 1.943 -1.761 0.430 0.51 0.09 0.41
H -0.509 -1.507 0.211 0.36 -0.06 -0.19
H -2.600 -0.083 0.393 1.07 0.39 1.06
H 0.826 -0.502 -1.361 0.87 0.86 -0.88
H 1.333 1.684 0.895 -1.17 -0.14 -1.08
H -2.397 -0.608 -1.043 1.15 -1.36 -1.35
```
Positions in Å, forces in eV/Å.

[2]
Density functional theory data (the ωB97M-V functional and the def2-TZVPD basis) for 2 unconnected molecules or ions with the total composition C3H9N2O.

Values from the calculation:
* Kohn-Sham gap: 8.922 eV
* HOMO level: -14.0 eV
* DFT total energy: -304.09898 Eh
* largest force on an atom: 6.38 eV/A
* energy above the lowest of the compared OMol25 structures with the same formula, charge and spin: 95.0 kcal per mole
* net charge: +1
* E_LUMO: -0.1879 Ha

Geometry as XYZ:
```
15
Properties=species:S:1:pos:R:3:forces:R:3
O -0.846 1.222 0.553 0.49 -1.33 -0.03
N -1.212 -1.039 0.988 4.05 0.09 -1.32
N 0.565 0.710 -1.788 -0.09 -0.50 -0.55
C 0.273 -0.306 -0.911 0.42 0.75 0.05
C 1.745 -0.510 0.686 -1.80 2.49 0.88
C -0.528 -0.061 0.163 -2.77 1.14 5.64
H 2.539 -0.283 -0.014 -0.04 -0.29 0.07
H 0.101 1.605 -1.653 0.16 -0.24 0.45
H 1.457 -1.432 1.050 0.20 -2.54 -0.25
H 0.351 0.381 -2.717 0.57 0.11 -0.47
H 1.670 0.104 1.646 0.07 0.17 -1.88
H -1.163 1.212 1.513 0.37 -0.15 -1.91
H 0.306 -1.342 -1.201 0.24 -0.07 -0.40
H -2.168 -1.108 1.113 -2.26 0.55 -0.42
H -0.733 -1.346 1.813 0.39 -0.17 0.13
```
Positions in Å, forces in eV/Å.

[3]
Density functional theory data (the ωB97M-V functional and the def2-TZVPD basis) for a gas-phase ion, C3H9N2O (charge +1).

Values from the calculation:
* Kohn-Sham gap: 11.608 eV
* HOMO level: -14.8 eV
* DFT total energy: -304.24029 Eh
* largest force on an atom: 2.04 eV/A
* energy above the lowest of the compared OMol25 structures with the same formula, charge and spin: 6.3 kcal per mole
* SMILES: NC(=O)CC[NH3+]
* net charge: +1
* E_LUMO: -0.1186 Ha

Geometry as XYZ:
```
15
Properties=species:S:1:pos:R:3:forces:R:3
O -0.025 -1.615 -0.475 0.07 -0.23 0.11
N 1.722 -1.439 0.946 -0.16 0.49 0.30
N -1.385 0.450 -1.181 0.11 0.29 -0.01
C 0.604 -0.971 0.367 -0.95 -0.59 0.16
C -0.300 1.193 -0.421 -0.12 -0.61 -0.78
C 0.024 0.366 0.807 1.79 0.98 -0.01
H 2.365 -0.800 1.382 -0.17 -0.12 0.38
H 1.803 -2.418 1.167 0.26 -0.13 -0.57
H -1.400 0.743 -2.154 -0.27 0.04 -0.07
H 0.528 1.140 -1.130 0.18 0.22 0.20
H -0.818 0.293 1.482 -0.26 -0.51 0.08
H -1.064 -0.557 -1.119 0.10 -0.22 0.00
H 0.805 0.876 1.383 -0.23 0.22 -0.07
H -2.320 0.498 -0.782 -0.04 0.29 0.05
H -0.540 2.241 -0.271 -0.32 -0.11 0.21
```
Positions in Å, forces in eV/Å.

[4]
Density functional theory data (the ωB97M-V functional and the def2-TZVPD basis) for a gas-phase ion, C3H9N2O (charge +1).

Values from the calculation:
* Kohn-Sham gap: 11.235 eV
* HOMO level: -14.6 eV
* DFT total energy: -304.24268 Eh
* largest force on an atom: 1.49 eV/A
* energy above the lowest of the compared OMol25 structures with the same formula, charge and spin: 4.8 kcal per mole
* SMILES: NC(=O)CC[NH3+]
* net charge: +1
* E_LUMO: -0.1219 Ha

Geometry as XYZ:
```
15
Properties=species:S:1:pos:R:3:forces:R:3
O 0.712 -0.258 1.176 0.02 -0.44 -0.16
N 1.931 1.174 -0.054 0.91 -0.07 0.09
N -1.500 -1.424 0.208 1.39 0.41 0.37
C -1.552 -0.047 -0.432 0.16 -0.26 0.65
C -0.173 0.327 -0.962 -0.75 0.84 0.35
C 0.870 0.394 0.149 -0.65 -0.13 -0.09
H 1.989 1.987 -0.641 -0.26 -0.25 -0.42
H -0.849 -2.020 -0.312 -0.57 -0.25 -0.27
H -1.869 0.634 0.367 -0.04 -0.16 -0.33
H -0.937 -1.280 1.074 -0.32 0.02 0.00
H 2.763 0.953 0.473 -0.13 0.28 0.36
H -2.283 -0.087 -1.222 -0.25 0.10 -0.24
H 0.090 -0.342 -1.784 0.40 0.12 0.05
H -0.302 1.343 -1.355 0.16 -0.22 -0.32
H -2.393 -1.879 0.373 -0.06 0.00 -0.03
```
Positions in Å, forces in eV/Å.

[5]
Density functional theory data (the ωB97M-V functional and the def2-TZVPD basis) for a gas-phase ion, C3H9N2O (charge +2).

Values from the calculation:
* Kohn-Sham gap (spin up / spin down): 12.749 / 7.545 eV
* HOMO level (spin up / spin down): -21.8 / -21.6 eV
* DFT total energy: -303.68696 Eh
* largest force on an atom: 3.74 eV/A
* energy above the lowest of the compared OMol25 structures with the same formula, charge and spin: 20.2 kcal per mole
* multiplicity: 2
* expectation value of S²: 0.772
* net charge: +2
* E_LUMO (spin up / spin down): -0.3331 / -0.5148 Ha

Geometry as XYZ:
```
15
Properties=species:S:1:pos:R:3:forces:R:3
O 1.048 1.633 0.697 -1.53 0.53 0.27
N 2.129 -0.389 -0.713 -1.96 1.27 -0.26
N -1.135 0.913 0.391 -3.27 1.67 0.21
C 0.763 -0.586 -0.045 0.67 -0.96 0.27
C 0.223 0.775 0.477 2.82 -1.87 -1.60
C -2.231 -0.043 0.347 1.53 -1.42 0.84
H 0.109 -1.055 -0.769 -0.15 -0.20 0.07
H 2.081 -0.501 -1.732 -0.04 -0.23 0.01
H -2.951 0.197 1.166 0.31 0.17 -0.39
H 2.230 0.633 -0.560 1.56 -0.45 0.22
H 2.842 -1.029 -0.360 0.32 0.49 0.30
H -2.804 -0.137 -0.585 0.08 0.80 -0.29
H -1.774 -1.021 0.496 -0.40 -0.14 0.23
H 0.997 -1.258 0.791 -0.64 0.07 -0.07
H -1.528 1.868 0.398 0.70 0.27 0.19
```
Positions in Å, forces in eV/Å.

[6]
Density functional theory data (the ωB97M-V functional and the def2-TZVPD basis) for 2 unconnected molecules or ions with the total composition C3H9N2O2.

Values from the calculation:
* Kohn-Sham gap: 8.511 eV
* HOMO level: -4.1 eV
* DFT total energy: -379.71964 Eh
* largest force on an atom: 2.59 eV/A
* energy above the lowest of the compared OMol25 structures with the same formula, charge and spin: 38.7 kcal per mole
* net charge: -1
* E_LUMO: 0.1617 Ha

Geometry as XYZ:
```
16
Properties=species:S:1:pos:R:3:forces:R:3
O 0.358 -1.196 1.558 0.18 -0.37 1.28
O -1.106 0.906 -0.749 -1.97 -0.40 -0.58
N 1.543 1.168 -0.883 1.31 1.19 -1.90
N -1.885 -0.995 0.197 -1.33 -0.93 -0.28
C 0.825 0.067 1.102 -0.31 -0.99 0.18
C -2.056 0.089 -0.511 1.45 1.56 0.53
C 1.424 -0.146 -0.283 -0.48 0.35 -0.16
H 2.110 1.193 -1.767 -0.65 -0.35 1.24
H 0.701 -0.776 -0.812 0.12 -0.09 0.00
H 2.392 -0.679 -0.266 -0.22 0.32 0.21
H -0.036 0.735 1.041 0.41 0.15 -0.21
H -3.074 0.444 -0.797 -0.03 -0.49 -0.27
H 1.553 0.510 1.799 0.00 -0.31 -0.03
H 0.613 1.514 -1.153 0.40 -0.49 0.43
H -2.751 -1.545 0.216 0.19 0.39 0.10
H -0.610 -1.286 1.308 0.95 0.46 -0.54
```
Positions in Å, forces in eV/Å.

[7]
Density functional theory data (the ωB97M-V functional and the def2-TZVPD basis) for a molecular structure, C3H9N2O2.

Values from the calculation:
* Kohn-Sham gap: 9.496 eV
* HOMO level: -14.2 eV
* DFT total energy: -379.27282 Eh
* largest force on an atom: 5.70 eV/A
* energy above the lowest of the compared OMol25 structures with the same formula, charge and spin: 145.6 kcal per mole
* net charge: +1
* E_LUMO: -0.1717 Ha

Geometry as XYZ:
```
16
Properties=species:S:1:pos:R:3:forces:R:3
O -1.580 0.203 -1.607 -0.44 -1.29 1.45
O -0.117 -1.153 2.010 4.02 1.52 0.04
N -1.286 0.370 0.744 -0.29 0.69 -1.99
N 0.415 -0.428 -0.219 -0.74 -1.72 0.25
C -0.718 0.404 -0.576 -2.82 4.56 -1.91
C 1.685 -0.070 -0.829 2.19 -3.56 0.16
C -0.050 -0.031 1.226 -0.42 -4.15 1.07
H 0.072 2.124 -1.061 -1.39 -3.21 1.02
H 0.204 -1.477 -0.320 0.30 1.74 0.16
H 1.817 -0.748 -1.733 0.13 0.94 1.22
H -0.971 -1.448 2.073 -3.59 -1.25 0.17
H -2.411 -0.252 -1.222 1.66 0.91 -0.94
H -1.863 1.118 1.125 0.50 -0.06 -0.13
H 0.629 0.613 1.609 2.08 2.37 1.18
H 2.548 -0.124 -0.112 -0.94 -0.52 -0.60
H 1.624 0.898 -1.108 -0.24 3.02 -1.13
```
Positions in Å, forces in eV/Å.

[8]
Density functional theory data (the ωB97M-V functional and the def2-TZVPD basis) for a gas-phase ion, C3H9N2O2 (charge +1).

Values from the calculation:
* Kohn-Sham gap: 12.328 eV
* HOMO level: -15.8 eV
* DFT total energy: -379.37521 Eh
* largest force on an atom: 3.92 eV/A
* energy above the lowest of the compared OMol25 structures with the same formula, charge and spin: 81.3 kcal per mole
* SMILES: CCOC(=[NH2+])ON
* net charge: +1
* E_LUMO: -0.1268 Ha

Geometry as XYZ:
```
16
Properties=species:S:1:pos:R:3:forces:R:3
O 0.720 0.201 -0.117 -3.06 1.70 0.31
O -1.652 0.238 0.160 3.83 0.19 -0.78
N -2.660 0.953 0.846 0.85 0.22 0.64
N -0.313 1.930 1.082 0.08 -2.05 -1.48
C -0.399 0.786 0.332 0.94 0.52 1.39
C 2.189 -1.430 -1.134 0.09 0.90 1.15
C 0.794 -1.259 -0.583 -0.64 1.15 -1.94
H 0.431 -1.658 0.327 0.42 -1.66 0.57
H 2.838 -0.909 -0.467 0.90 -0.14 0.76
H -3.274 1.150 0.102 -1.33 0.42 -0.92
H 2.443 -0.989 -2.077 -0.94 0.59 -0.76
H 2.489 -2.433 -1.271 0.10 -1.33 0.43
H -1.206 2.370 1.281 0.12 -0.18 0.18
H 0.529 2.298 1.540 -0.33 -0.55 -0.85
H -3.045 0.220 1.406 -0.66 -0.30 0.59
H 0.117 -1.466 -1.429 -0.36 0.53 0.72
```
Positions in Å, forces in eV/Å.

[9]
Density functional theory data (the ωB97M-V functional and the def2-TZVPD basis) for C3H9N2O2P in the gas phase.

Values from the calculation:
* Kohn-Sham gap: 10.247 eV
* HOMO level: -9.6 eV
* DFT total energy: -721.08294 Eh
* largest force on an atom: 2.85 eV/A
* energy above the lowest of the compared OMol25 structures with the same formula, charge and spin: 39.7 kcal per mole
* SMILES: [H]/N=C(\N)OP(C)(C)=O
* net charge: 0
* E_LUMO: 0.0239 Ha

Geometry as XYZ:
```
17
Properties=species:S:1:pos:R:3:forces:R:3
P -0.542 -0.911 0.062 -1.06 -0.39 1.00
O -0.146 0.638 0.572 -0.11 0.71 -0.33
O -0.337 -1.947 1.099 -0.06 0.59 -0.27
N 1.355 2.049 1.568 0.12 1.45 0.94
N 2.014 0.414 0.055 0.17 -0.48 -0.43
C -2.348 -0.460 -0.185 0.66 -0.32 -0.10
C 0.181 -1.356 -1.551 1.55 2.37 -0.32
C 1.130 1.068 0.674 1.31 -1.72 -0.13
H 2.221 2.610 1.769 -1.39 -1.43 -0.99
H 2.893 0.703 0.412 1.26 0.29 -0.16
H -0.613 -0.984 -2.233 0.62 -0.68 -0.22
H -2.853 -0.413 0.853 0.85 0.09 -1.81
H 1.050 -0.526 -1.573 -1.66 -2.13 -0.34
H -2.583 -1.447 -0.666 -0.79 1.07 0.15
H 0.613 -2.401 -1.778 -1.07 1.78 0.82
H -2.537 0.474 -0.872 0.32 -2.01 1.41
H 0.502 2.489 1.795 -0.71 0.83 0.79
```
Positions in Å, forces in eV/Å.

[10]
Density functional theory data (the ωB97M-V functional and the def2-TZVPD basis) for 2 unconnected molecules or ions with the total composition C3H9N2O3.

Values from the calculation:
* Kohn-Sham gap: 7.304 eV
* HOMO level: -3.6 eV
* DFT total energy: -454.95013 Eh
* largest force on an atom: 3.55 eV/A
* energy above the lowest of the compared OMol25 structures with the same formula, charge and spin: 53.0 kcal per mole
* net charge: -1
* E_LUMO: 0.1348 Ha

Geometry as XYZ:
```
17
Properties=species:S:1:pos:R:3:forces:R:3
O -1.446 1.016 1.731 -1.55 1.09 -1.14
O -3.103 -0.002 0.224 0.97 0.76 -0.56
O 2.628 -0.500 -1.594 -0.34 0.10 0.91
N 0.340 -0.391 0.951 0.27 0.48 -1.68
N 0.513 -0.732 -2.200 0.59 -0.96 -2.47
C -0.312 0.420 1.960 1.36 0.53 3.23
C 1.456 -0.355 -1.249 0.48 0.31 -2.01
C 0.987 0.459 -0.048 0.82 -0.23 -0.68
H -0.414 -0.271 2.875 0.42 0.39 -0.64
H -0.494 -0.770 -2.135 0.20 0.35 0.60
H -3.589 -0.293 0.980 -0.57 -0.39 0.60
H 1.910 0.767 0.468 -0.31 0.57 -0.64
H 0.477 1.268 2.276 -0.56 -1.69 -0.45
H -2.318 0.554 0.765 -0.56 -0.79 -0.19
H -0.302 -0.964 0.422 -0.77 -0.18 0.53
H 0.442 1.331 -0.586 0.33 -1.04 1.47
H 0.893 -1.023 -3.188 -0.79 0.71 3.12
```
Positions in Å, forces in eV/Å.

[11]
Density functional theory data (the ωB97M-V functional and the def2-TZVPD basis) for C3H9N2OP in the gas phase.

Values from the calculation:
* Kohn-Sham gap: 8.562 eV
* HOMO level: -7.7 eV
* DFT total energy: -645.68262 Eh
* largest force on an atom: 3.60 eV/A
* energy above the lowest of the compared OMol25 structures with the same formula, charge and spin: 99.0 kcal per mole
* SMILES: CN(N)[P@H](C)=C=O
* net charge: 0
* E_LUMO: 0.0308 Ha

Geometry as XYZ:
```
16
Properties=species:S:1:pos:R:3:forces:R:3
P -0.533 -0.449 0.774 2.93 -1.51 1.46
O -3.377 -0.470 -0.088 1.07 0.33 0.01
N 0.843 0.429 0.067 -1.27 1.10 -0.16
N 0.609 0.595 -1.349 -0.46 0.73 -0.26
C -2.325 -0.107 -0.391 -2.53 0.29 -1.34
C -0.297 -2.004 -0.250 -0.79 1.15 0.79
C 0.986 1.662 0.842 1.95 1.64 1.26
H 0.664 -2.026 -0.704 1.09 -0.05 0.19
H 0.705 1.531 1.916 0.63 -0.64 -0.65
H 2.058 2.201 0.863 -2.14 -1.57 -0.41
H 0.148 1.469 -1.748 1.05 -1.51 1.30
H 0.261 -0.811 2.001 -0.48 0.00 -1.03
H 0.272 2.442 0.626 -0.35 0.38 -0.94
H -0.478 -2.845 0.413 -0.20 -0.29 -0.38
H -0.947 -1.884 -1.111 -0.55 -0.53 0.14
H 1.412 0.266 -1.864 0.03 0.49 0.02
```
Positions in Å, forces in eV/Å.

[12]
Density functional theory data (the ωB97M-V functional and the def2-TZVPD basis) for a gas-phase ion, C3H9N2OS (charge +1).

Values from the calculation:
* Kohn-Sham gap: 10.164 eV
* HOMO level: -13.5 eV
* DFT total energy: -702.42439 Eh
* largest force on an atom: 0.73 eV/A
* energy above the lowest of the compared OMol25 structures with the same formula, charge and spin: 0.0 kcal per mole
* SMILES: NC(=O)[C@H]([NH3+])CS
* net charge: +1
* E_LUMO: -0.1244 Ha

Geometry as XYZ:
```
16
Properties=species:S:1:pos:R:3:forces:R:3
S 1.533 -1.844 -0.579 0.10 -0.07 -0.14
O -1.685 1.285 1.097 -0.08 -0.05 -0.06
N -0.098 2.549 0.101 0.21 0.32 -0.16
N -1.438 -0.786 -0.349 0.01 0.03 -0.34
C -0.753 1.410 0.324 -0.08 -0.03 -0.07
C 0.889 -0.471 0.413 -0.33 -0.12 0.09
C -0.264 0.144 -0.393 0.56 -0.05 0.46
H -1.193 -1.717 -0.694 0.05 -0.07 0.07
H 0.679 2.661 -0.538 -0.26 -0.20 0.10
H -1.777 -0.825 0.617 -0.06 0.09 0.11
H 2.566 -2.215 0.190 -0.13 0.03 0.12
H -2.205 -0.405 -0.907 -0.05 -0.11 0.01
H 0.049 0.252 -1.431 -0.22 0.28 -0.06
H -0.434 3.376 0.575 0.07 -0.05 0.04
H 1.642 0.285 0.621 0.05 0.04 -0.17
H 0.484 -0.802 1.373 0.16 -0.04 0.00
```
Positions in Å, forces in eV/Å.